(1)
{"formula": "C32H62Cl2InO9P2S", "method": "ωB97M-V with the def2-TZVPD basis set", "species": ["C", "C", "C", "C", "C", "C", "C", "C", "C", "C", "C", "C", "C", "C", "C", "C", "C", "C", "C", "C", "In", "C", "P", "O", "O", "O", "P", "S", "C", "Cl", "C", "C", "Cl", "H", "H", "H", "H", "H", "H", "H", "H", "H", "H", "H", "H", "H", "H", "H", "H", "H", "H", "H", "H", "H", "H", "H", "H", "H", "H", "H", "H", "H", "H", "H", "H", "H", "H", "H", "H", "H", "H", "H", "H", "H", "H", "H", "H", "H", "H", "H", "H", "H", "H", "C", "C", "C", "O", "C", "O", "O", "H", "H", "H", "H", "H", "H", "C", "C", "C", "O", "C", "O", "O", "H", "H", "H", "H", "H", "H"], "positions_angstrom": [[-8.946, 4.128, 0.124], [-7.693, 4.708, -0.539], [-7.823, 4.845, -2.052], [-7.610, 3.509, -2.789], [-7.912, 3.675, -4.272], [-7.603, 2.460, -5.183], [-6.493, 1.515, -4.690], [-6.994, 0.376, -3.755], [-6.302, 0.357, -2.385], [-6.234, -1.039, -1.767], [-5.513, -0.976, -0.398], [-4.009, -1.331, -0.477], [-3.566, -2.081, 0.782], [-2.021, -2.053, 0.938], [-1.553, -1.511, 2.293], [-0.127, -0.944, 2.195], [0.138, 0.150, 3.218], [1.582, 0.686, 3.264], [2.308, 0.746, 1.914], [2.957, 2.138, 1.634], [2.025, 3.077, -0.150], [3.543, 3.840, -1.634], [4.073, 2.694, -2.849], [3.027, 2.065, -3.676], [5.054, 1.624, -2.133], [5.060, 3.509, -3.848], [0.890, 5.211, 0.774], [-0.831, 4.913, 1.714], [0.421, 1.813, -1.027], [-1.221, 2.466, -1.037], [0.601, 0.594, -1.560], [1.919, -0.112, -1.580], [-0.689, -0.341, -2.299], [-8.889, 4.237, 1.205], [-9.031, 3.073, -0.136], [-9.835, 4.638, -0.249], [-6.835, 4.086, -0.278], [-7.492, 5.701, -0.130], [-8.800, 5.238, -2.345], [-7.046, 5.520, -2.417], [-6.569, 3.241, -2.611], [-8.247, 2.748, -2.334], [-7.425, 4.577, -4.647], [-8.986, 3.868, -4.347], [-7.268, 2.866, -6.139], [-8.516, 1.885, -5.336], [-6.035, 1.059, -5.568], [-5.704, 2.080, -4.195], [-6.759, -0.562, -4.261], [-8.078, 0.459, -3.661], [-5.285, 0.739, -2.489], [-6.857, 0.985, -1.688], [-7.238, -1.431, -1.586], [-5.708, -1.736, -2.420], [-5.967, -1.690, 0.292], [-5.649, 0.030, 0.001], [-3.434, -0.409, -0.579], [-3.833, -1.929, -1.372], [-4.012, -1.591, 1.647], [-3.877, -3.123, 0.696], [-1.587, -3.041, 0.764], [-1.646, -1.400, 0.150], [-2.197, -0.665, 2.546], [-1.601, -2.285, 3.061], [0.620, -1.743, 2.220], [-0.070, -0.494, 1.201], [-0.570, 0.973, 3.113], [-0.068, -0.285, 4.204], [1.524, 1.704, 3.655], [2.169, 0.139, 4.001], [3.132, 0.031, 1.904], [1.672, 0.522, 1.062], [4.040, 2.039, 1.509], [2.813, 2.794, 2.493], [3.079, 4.667, -2.168], [4.418, 4.201, -1.089], [4.969, 1.755, -1.180], [4.971, 3.106, -4.717], [0.790, 6.204, -0.233], [1.810, 5.740, 1.711], [2.114, -0.482, -2.587], [2.734, 0.548, -1.305], [1.899, -0.990, -0.929], [7.152, -3.104, 2.216], [5.894, -2.833, 3.000], [5.130, -1.597, 2.596], [4.448, -1.251, 3.805], [5.201, -1.705, 4.836], [5.030, -1.425, 5.977], [6.186, -2.524, 4.381], [7.827, -3.737, 2.790], [6.920, -3.591, 1.279], [7.686, -2.176, 1.996], [5.248, -3.716, 2.991], [4.420, -1.776, 1.793], [5.782, -0.764, 2.322], [11.739, -6.800, 1.744], [10.375, -6.408, 2.260], [9.518, -7.547, 2.761], [8.196, -7.036, 2.558], [8.255, -6.164, 1.520], [7.311, -5.700, 0.974], [9.545, -5.892, 1.202], [12.123, -6.039, 1.066], [12.439, -6.920, 2.570], [11.697, -7.739, 1.191], [10.467, -5.625, 3.017], [9.681, -7.787, 3.808], [9.631, -8.453, 2.160]], "charge": -1, "fmax_ha_per_bohr": 0.0232}

=====

(2)
{"formula": "C32H62N2O7", "method": "ωB97M-V with the def2-TZVPD basis set", "species": ["C", "C", "N", "H", "H", "H", "C", "C", "N", "H", "H", "H", "C", "C", "C", "O", "C", "H", "H", "H", "H", "H", "H", "H", "H", "C", "C", "C", "O", "C", "H", "H", "H", "H", "H", "H", "H", "H", "C", "C", "C", "O", "C", "H", "H", "H", "H", "H", "H", "H", "H", "C", "C", "C", "O", "C", "H", "H", "H", "H", "H", "H", "H", "H", "C", "C", "C", "O", "C", "H", "H", "H", "H", "H", "H", "H", "H", "C", "C", "C", "O", "C", "H", "H", "H", "H", "H", "H", "H", "H", "C", "C", "C", "O", "C", "H", "H", "H", "H", "H", "H", "H", "H"], "positions_angstrom": [[10.068, 24.756, -2.779], [11.007, 25.887, -2.797], [11.742, 26.766, -2.784], [9.388, 24.658, -3.616], [9.434, 24.808, -1.889], [10.665, 23.882, -2.516], [7.045, 21.947, -3.078], [8.308, 21.812, -2.339], [9.340, 21.719, -1.852], [6.264, 22.247, -2.380], [6.615, 21.044, -3.509], [7.222, 22.677, -3.868], [13.703, 20.305, -3.596], [12.360, 21.064, -3.604], [11.799, 20.694, -4.981], [12.959, 20.557, -5.817], [14.081, 20.077, -5.057], [13.604, 19.354, -3.063], [14.518, 20.734, -3.006], [12.377, 22.129, -3.391], [11.785, 20.588, -2.809], [11.172, 21.453, -5.441], [11.299, 19.722, -5.026], [14.860, 20.732, -5.448], [14.270, 19.029, -5.297], [4.742, 23.098, -6.599], [4.195, 22.124, -7.615], [2.757, 21.819, -7.177], [2.480, 22.679, -6.051], [3.749, 22.919, -5.451], [4.612, 24.123, -6.955], [5.780, 22.928, -6.328], [4.742, 21.181, -7.617], [4.099, 22.532, -8.624], [2.676, 20.782, -6.811], [1.949, 21.847, -7.907], [3.951, 22.056, -4.800], [3.666, 23.791, -4.800], [6.841, 19.958, 1.499], [5.489, 19.298, 1.096], [5.100, 20.109, -0.146], [6.172, 21.001, -0.432], [6.935, 21.305, 0.774], [7.695, 19.360, 1.179], [6.835, 19.946, 2.592], [4.781, 19.560, 1.881], [5.729, 18.240, 1.051], [4.131, 20.582, 0.024], [5.064, 19.456, -1.022], [6.686, 22.171, 1.385], [7.958, 21.323, 0.404], [9.780, 17.241, -1.077], [10.571, 18.409, -0.512], [11.121, 17.840, 0.810], [10.345, 16.669, 1.121], [9.268, 16.611, 0.225], [10.323, 16.475, -1.625], [8.862, 17.511, -1.607], [9.947, 19.286, -0.343], [11.308, 18.696, -1.264], [11.031, 18.580, 1.608], [12.171, 17.553, 0.759], [8.403, 17.151, 0.643], [8.916, 15.597, 0.010], [2.569, 24.234, -0.161], [4.031, 23.932, 0.168], [4.775, 24.687, -0.921], [3.928, 24.764, -2.074], [2.565, 24.586, -1.669], [2.153, 25.128, 0.318], [1.852, 23.478, 0.162], [4.166, 22.855, 0.076], [4.357, 24.298, 1.140], [5.719, 24.168, -1.113], [5.019, 25.725, -0.677], [2.116, 23.747, -2.204], [2.082, 25.545, -1.848], [8.068, 26.767, -4.976], [9.061, 26.183, -6.006], [8.474, 24.798, -6.310], [7.714, 24.464, -5.162], [7.195, 25.595, -4.461], [7.488, 27.569, -5.431], [8.611, 27.197, -4.132], [10.033, 26.117, -5.516], [9.134, 26.964, -6.759], [9.189, 24.010, -6.528], [7.819, 24.887, -7.185], [7.355, 25.342, -3.415], [6.148, 25.776, -4.713], [7.245, 16.846, -4.231], [6.639, 18.219, -4.471], [5.699, 18.025, -5.657], [5.298, 16.652, -5.610], [6.205, 15.880, -4.826], [7.438, 16.662, -3.177], [8.184, 16.802, -4.787], [7.400, 18.963, -4.703], [6.035, 18.485, -3.601], [6.176, 18.155, -6.630], [4.862, 18.710, -5.518], [6.675, 15.114, -5.447], [5.689, 15.322, -4.041]], "fmax_ha_per_bohr": 0.0468, "smiles": "C1CCOC1.C1CCOC1.C1CCOC1.C1CCOC1.C1CCOC1.C1CCOC1.C1CCOC1.CC#N.CC#N"}

=====

(3)
{"formula": "C32H63Cl3N5O5P2", "method": "ωB97M-V with the def2-TZVPD basis set", "species": ["C", "C", "O", "N", "C", "N", "C", "C", "C", "N", "P", "O", "O", "N", "C", "Cl", "C", "C", "Cl", "C", "C", "C", "C", "C", "O", "P", "O", "Cl", "C", "C", "C", "C", "C", "N", "C", "H", "H", "H", "H", "H", "H", "H", "H", "H", "H", "H", "H", "H", "H", "H", "H", "H", "H", "H", "H", "H", "H", "H", "H", "H", "H", "H", "H", "H", "H", "H", "H", "H", "H", "H", "C", "C", "C", "C", "C", "C", "H", "H", "H", "H", "H", "H", "H", "H", "H", "H", "H", "H", "H", "H", "C", "C", "C", "C", "C", "C", "H", "H", "H", "H", "H", "H", "H", "H", "H", "H", "H", "H", "H", "H"], "positions_angstrom": [[-0.422, 3.975, 5.809], [-1.940, 3.650, 5.331], [-1.983, 2.957, 4.060], [-3.205, 3.019, 3.459], [-3.393, 4.228, 2.546], [-4.837, 4.488, 2.471], [-2.562, 4.169, 1.177], [-3.279, 5.356, 0.307], [-3.296, 6.790, 1.068], [-4.429, 7.480, 1.170], [-0.866, 4.950, 1.722], [-0.265, 6.112, 0.651], [0.243, 3.837, 2.331], [-2.470, 2.854, 0.508], [-2.271, 2.845, -0.917], [-0.849, 3.948, -1.501], [-1.976, 1.516, -1.783], [-3.086, 1.380, -2.973], [-0.353, 1.460, -2.709], [-2.872, 1.636, 1.240], [-1.610, 0.676, 1.386], [-0.184, 1.058, 0.804], [1.036, 0.690, 1.824], [1.284, -0.906, 1.599], [1.982, -1.201, 0.372], [-4.335, 0.917, 0.169], [-5.270, 2.347, -0.214], [-5.699, -0.282, 1.145], [-3.596, 1.802, 2.668], [-3.632, 0.564, 3.671], [-3.935, 0.797, 5.204], [-3.962, -0.443, 6.087], [-3.711, -1.862, 5.575], [-3.478, -2.073, 4.201], [-3.456, -0.941, 3.376], [0.022, 4.878, 5.282], [-0.527, 4.243, 6.927], [0.213, 3.031, 5.760], [-2.460, 4.683, 5.283], [-2.424, 3.099, 6.203], [-3.888, 3.262, 4.218], [-2.980, 5.101, 3.185], [-5.304, 4.076, 1.658], [-5.099, 5.459, 2.655], [-4.351, 5.064, -0.008], [-2.749, 5.595, -0.670], [-2.377, 7.302, 1.491], [-5.153, 6.879, 0.721], [0.676, 5.902, 0.455], [1.078, 3.756, 1.798], [-3.187, 3.326, -1.438], [-1.996, 0.516, -1.250], [-4.104, 1.782, -2.623], [-3.233, 0.252, -3.173], [-2.726, 1.835, -3.952], [-1.910, -0.336, 0.905], [-1.328, 0.385, 2.471], [0.012, 0.369, -0.105], [-0.018, 2.110, 0.427], [0.798, 0.946, 2.907], [2.006, 1.185, 1.437], [0.233, -1.374, 1.488], [1.776, -1.412, 2.493], [2.556, -0.455, 0.103], [-5.843, 2.014, -0.954], [-4.730, 1.963, 2.482], [-4.142, 1.804, 5.674], [-4.184, -0.301, 7.201], [-3.738, -2.775, 6.271], [-3.295, -1.188, 2.262], [3.143, -5.901, -3.097], [3.406, -6.445, -1.700], [2.131, -6.878, -0.973], [1.121, -5.756, -0.711], [1.659, -4.571, 0.093], [2.101, -4.952, 1.499], [2.522, -5.003, -3.072], [4.087, -5.636, -3.580], [2.644, -6.650, -3.718], [3.948, -5.698, -1.111], [4.069, -7.312, -1.781], [2.411, -7.347, -0.023], [1.635, -7.659, -1.559], [0.260, -6.183, -0.183], [0.732, -5.386, -1.666], [0.868, -3.817, 0.169], [2.487, -4.092, -0.437], [1.273, -5.389, 2.063], [2.445, -4.065, 2.038], [2.926, -5.668, 1.484], [3.977, -2.451, -3.718], [4.379, -1.487, -4.826], [4.431, -2.145, -6.206], [5.462, -3.269, -6.353], [6.906, -2.871, -6.045], [7.447, -1.802, -6.985], [4.698, -3.263, -3.608], [3.926, -1.923, -2.761], [2.994, -2.884, -3.917], [5.342, -1.028, -4.584], [3.649, -0.670, -4.860], [4.625, -1.371, -6.957], [3.441, -2.552, -6.444], [5.410, -3.654, -7.377], [5.182, -4.107, -5.704], [7.537, -3.762, -6.131], [6.999, -2.531, -5.009], [7.408, -2.142, -8.024], [8.489, -1.580, -6.742], [6.883, -0.870, -6.905]], "charge": 1, "fmax_ha_per_bohr": 0.0998}

=====

(4)
{"formula": "C32H63IN2O15P2", "method": "ωB97M-V with the def2-TZVPD basis set", "species": ["C", "C", "C", "O", "C", "N", "C", "C", "C", "C", "O", "O", "C", "I", "C", "C", "N", "C", "C", "C", "O", "C", "O", "C", "C", "C", "C", "C", "O", "O", "H", "H", "H", "H", "H", "H", "H", "H", "H", "H", "H", "H", "H", "H", "H", "H", "H", "H", "H", "H", "H", "H", "H", "H", "H", "H", "H", "H", "H", "H", "H", "H", "H", "O", "P", "O", "C", "C", "O", "C", "C", "O", "C", "C", "H", "H", "H", "H", "H", "H", "H", "H", "H", "H", "H", "H", "H", "H", "H", "O", "P", "O", "C", "C", "O", "C", "C", "O", "C", "C", "H", "H", "H", "H", "H", "H", "H", "H", "H", "H", "H", "H", "H", "H", "H"], "positions_angstrom": [[4.551, 0.764, 2.391], [3.465, -0.325, 2.277], [2.070, 0.298, 2.249], [1.827, 0.966, 1.008], [0.950, 0.303, 0.121], [1.320, 0.781, -1.207], [2.368, 1.473, -1.403], [3.755, 0.869, -1.585], [2.307, 2.987, -1.537], [1.199, -1.246, 0.045], [2.106, -1.855, -0.433], [0.094, -1.760, 0.706], [-1.026, -1.024, 0.135], [-0.970, -1.723, -1.968], [-2.233, -1.631, 0.882], [-3.385, -2.162, 0.007], [-4.554, -2.390, 0.919], [-0.620, 0.478, 0.354], [-1.178, 1.454, -0.696], [-2.630, 1.901, -0.494], [-3.508, 0.831, -0.108], [-4.561, 1.234, 0.657], [-4.415, 1.763, 1.735], [-5.967, 0.958, 0.132], [-6.953, 1.029, 1.312], [-0.994, 0.969, 1.762], [-0.461, 2.394, 2.083], [-1.527, 3.387, 2.497], [-2.257, 3.272, 3.439], [-1.657, 4.481, 1.677], [4.206, 1.737, 2.043], [4.849, 0.895, 3.432], [5.455, 0.460, 1.866], [3.628, -0.985, 1.429], [3.523, -0.898, 3.204], [1.293, -0.398, 2.558], [2.094, 1.081, 3.014], [4.011, 0.373, -0.648], [4.471, 1.625, -1.887], [3.636, 0.100, -2.347], [2.006, 3.330, -0.541], [1.496, 3.272, -2.206], [3.268, 3.423, -1.790], [-2.710, -0.969, 1.597], [-1.864, -2.503, 1.416], [-3.152, -3.131, -0.420], [-3.705, -1.433, -0.729], [-4.865, -3.342, 0.793], [-5.308, -1.780, 0.642], [-1.091, 1.100, -1.715], [-0.569, 2.357, -0.634], [-2.985, 2.253, -1.468], [-2.745, 2.758, 0.169], [-6.273, 1.734, -0.569], [-6.033, -0.045, -0.287], [-7.961, 0.767, 0.998], [-6.985, 2.027, 1.742], [-6.581, 0.380, 2.102], [-2.070, 0.965, 1.919], [-0.600, 0.289, 2.514], [0.205, 2.299, 2.941], [0.183, 2.759, 1.285], [-1.065, 4.347, 0.931], [3.708, 2.948, -5.667], [4.261, 3.730, -6.828], [2.753, 4.008, -7.495], [1.640, 4.405, -6.704], [1.586, 5.906, -6.486], [4.749, 2.521, -7.812], [5.078, 1.233, -7.283], [3.875, 0.310, -7.308], [4.926, 4.813, -7.861], [4.308, 5.858, -8.606], [4.484, 7.205, -7.926], [1.629, 3.887, -5.745], [0.748, 4.086, -7.249], [2.446, 6.242, -5.902], [0.680, 6.179, -5.943], [1.590, 6.441, -7.436], [5.488, 1.321, -6.278], [5.869, 0.823, -7.913], [2.981, 0.796, -6.920], [4.068, -0.588, -6.719], [3.653, 0.007, -8.333], [3.269, 5.655, -8.838], [4.831, 5.879, -9.564], [4.208, 7.158, -6.873], [3.879, 7.968, -8.417], [5.528, 7.520, -7.966], [-1.495, -5.157, 7.739], [-1.473, -5.996, 6.509], [-2.559, -5.272, 5.514], [-2.633, -3.853, 5.403], [-1.643, -3.311, 4.392], [-2.318, -7.312, 6.985], [-2.601, -7.544, 8.366], [-3.946, -6.961, 8.756], [-0.723, -6.916, 5.404], [-0.738, -6.767, 3.987], [0.514, -6.065, 3.487], [-2.490, -3.368, 6.370], [-3.649, -3.621, 5.078], [-0.617, -3.494, 4.721], [-1.774, -2.234, 4.269], [-1.779, -3.786, 3.420], [-1.804, -7.151, 8.994], [-2.614, -8.626, 8.509], [-4.070, -5.944, 8.386], [-4.062, -6.954, 9.841], [-4.754, -7.557, 8.329], [-1.641, -6.288, 3.621], [-0.753, -7.783, 3.587], [0.709, -5.153, 4.050], [0.421, -5.815, 2.429], [1.387, -6.707, 3.610]], "fmax_ha_per_bohr": 0.1671, "smiles": "CCCO[C@@]1(N=C(C)C)C(=O)O[C@@](I)(CCN)[C@@]1(CCOC(=O)CC)CCC(=O)O.CCOP(=O)(OCC)OCC.CCOP(=O)(OCC)OCC"}

=====

Calculated calculated total energy in order - -112253.368; -51496.941; -108023.250; -94574.959 eV
Calculated HOMO level in order - -4.50; -9.43; -10.48; -7.83 eV